Here is a single C21H26N4O6 molecule from the OMol25 dataset. Energies are from ωB97M-V/def2-TZVPD.

Summary:
- energy above the lowest of the compared OMol25 structures with the same formula, charge and spin (kcal/mol) = 0.0
- molar mass (Da) = 430.46
- energy (Eh) = -1486.41775
- max |F| (Eh/bohr) = 0.019
- orbital gap (eV) = 9.8
- lowest unoccupied orbital energy (eV) = 0.671

Structure (ORCA input):
```
! RIJCOSX wB97M-V def2-TZVPD def2/J DEFGRID3
* xyz 0 1
C -3.25 4.29 -2.69
C -2.47 3.36 -1.77
N -1.11 3.22 -2.21
C -0.15 2.70 -1.43
O -0.31 2.44 -0.24
C 1.13 2.52 -2.14
N 1.24 2.94 -3.44
C 2.46 2.65 -3.81
N 3.15 2.06 -2.82
C 2.33 1.97 -1.74
C 2.86 1.28 -0.54
O 3.99 0.83 -0.55
N 2.02 1.23 0.51
C 2.32 0.36 1.61
C 2.05 -1.10 1.23
O 1.64 -1.43 0.14
O 2.33 -1.90 2.25
C 2.24 -3.35 2.13
C 3.19 -3.83 1.04
C 0.80 -3.77 1.83
C 2.67 -3.86 3.50
C -3.18 2.00 -1.64
O -4.34 1.90 -1.32
O -2.37 0.99 -1.91
C -2.85 -0.33 -1.62
C -2.79 -0.57 -0.13
C -1.55 -0.68 0.49
C -1.48 -0.82 1.87
C -2.64 -0.87 2.62
C -3.88 -0.77 2.00
C -3.95 -0.61 0.63
H -4.29 4.33 -2.35
H -2.83 5.29 -2.67
H -3.23 3.91 -3.71
H -2.45 3.76 -0.75
H -0.89 3.32 -3.19
H 2.86 2.85 -4.79
H 4.10 1.71 -2.81
H 1.06 1.58 0.39
H 3.39 0.43 1.85
H 1.73 0.63 2.49
H 3.21 -4.92 1.03
H 2.88 -3.47 0.07
H 4.20 -3.47 1.24
H 0.74 -4.85 1.80
H 0.48 -3.37 0.87
H 0.13 -3.40 2.60
H 2.64 -4.94 3.52
H 2.01 -3.47 4.27
H 3.69 -3.52 3.72
H -2.18 -1.00 -2.16
H -3.88 -0.43 -1.99
H -0.65 -0.64 -0.10
H -0.52 -0.89 2.35
H -2.59 -0.98 3.70
H -4.78 -0.80 2.59
H -4.91 -0.51 0.15
*
```

Atom charges from the natural (NBO) analysis, given in e for atoms 1 to 5: atom 1 (C): -0.60, atom 2 (C): -0.15, atom 3 (N): -0.59, atom 4 (C): 0.68, atom 5 (O): -0.65

Here is a single C21H26N4OS molecule from the OMol25 dataset. Energies are from ωB97M-V/def2-TZVPD.

Summary:
- energy above the lowest of the compared OMol25 structures with the same formula, charge and spin (kcal/mol) = 0.0
- molar mass (Da) = 382.53
- energy (Eh) = -1508.31881
- max |F| (Eh/bohr) = 0.012
- orbital gap (eV) = 8.2
- lowest unoccupied orbital energy (eV) = 0.692

Structure (ORCA input):
```
! RIJCOSX wB97M-V def2-TZVPD def2/J DEFGRID3
* xyz 0 1
C 2.16 4.40 0.27
N 3.46 3.76 0.34
C 4.28 4.36 1.37
C 3.33 2.32 0.48
C 3.14 1.66 -0.90
N 2.62 0.32 -0.80
C 1.30 0.12 -0.59
N 0.48 1.13 -0.74
C -0.82 0.86 -0.61
S -2.04 2.08 -0.77
C -3.29 0.89 -0.48
C -2.80 -0.35 -0.27
C -1.38 -0.39 -0.34
C -0.49 -1.50 -0.16
O -0.79 -2.66 0.10
N 0.88 -1.15 -0.28
C 1.82 -2.19 -0.06
C 1.90 -3.26 -0.95
C 2.80 -4.28 -0.71
C 3.62 -4.24 0.41
C 3.54 -3.18 1.29
C 2.63 -2.16 1.07
C -3.66 -1.54 0.03
C -4.51 -1.36 1.29
C -5.72 -0.45 1.10
C -5.40 1.03 0.88
C -4.72 1.32 -0.46
H 1.54 3.90 -0.47
H 2.29 5.44 -0.03
H 1.63 4.38 1.24
H 5.27 3.92 1.34
H 4.37 5.43 1.16
H 3.86 4.24 2.38
H 4.24 1.93 0.94
H 2.48 2.05 1.12
H 2.43 2.24 -1.48
H 4.09 1.63 -1.43
H 3.25 -0.41 -0.50
H 1.25 -3.28 -1.81
H 2.86 -5.11 -1.40
H 4.32 -5.04 0.59
H 4.17 -3.16 2.17
H 2.54 -1.34 1.77
H -3.01 -2.41 0.15
H -4.33 -1.73 -0.82
H -3.88 -0.96 2.09
H -4.86 -2.34 1.61
H -6.31 -0.81 0.25
H -6.35 -0.53 1.99
H -4.75 1.38 1.69
H -6.33 1.59 0.93
H -4.77 2.39 -0.67
H -5.27 0.79 -1.25
*
```

Atom charges from the natural (NBO) analysis, given in e for atoms 1 to 5: atom 1 (C): -0.42, atom 2 (N): -0.44, atom 3 (C): -0.41, atom 4 (C): -0.23, atom 5 (C): -0.22

Here is a single C21H26N6O3 molecule from the OMol25 dataset. Energies are from ωB97M-V/def2-TZVPD.

Summary:
- energy above the lowest of the compared OMol25 structures with the same formula, charge and spin (kcal/mol) = 81.6
- molar mass (Da) = 410.48
- energy (Eh) = -1370.02594
- max |F| (Eh/bohr) = 0.022
- orbital gap (eV) = 8.8
- lowest unoccupied orbital energy (eV) = 0.485

Structure (ORCA input):
```
! RIJCOSX wB97M-V def2-TZVPD def2/J DEFGRID3
* xyz 0 1
C 3.32 0.63 1.71
C 2.81 -0.59 0.95
N 3.45 -1.80 1.44
C 4.83 -1.97 1.01
C 5.73 -2.30 2.19
C 2.68 -3.02 1.39
C 2.13 -3.43 0.00
C 0.69 -2.89 -0.05
N 0.34 -2.63 1.33
C -0.80 -2.10 1.80
O -0.98 -1.90 2.99
C -1.85 -1.73 0.81
C -3.08 -1.12 1.18
C -3.73 -0.95 -0.01
C -5.06 -0.36 -0.35
O -5.06 0.36 -1.56
C -4.24 1.44 -1.69
C -4.22 2.03 -2.96
C -3.43 3.13 -3.21
C -2.64 3.67 -2.19
N -1.84 4.78 -2.47
C -0.90 5.39 -1.71
N -0.38 6.40 -2.37
C -1.03 6.37 -3.55
N -1.91 5.41 -3.65
C -2.68 3.10 -0.92
C -3.48 2.00 -0.67
O -2.96 -1.42 -1.00
N -1.80 -1.89 -0.49
C 1.41 -2.95 2.25
H 4.38 0.79 1.54
H 2.79 1.52 1.38
H 3.15 0.50 2.77
H 2.97 -0.45 -0.13
H 1.74 -0.67 1.13
H 5.18 -1.05 0.54
H 4.92 -2.77 0.25
H 6.77 -2.39 1.86
H 5.43 -3.23 2.66
H 5.67 -1.51 2.93
H 3.34 -3.80 1.77
H 2.13 -4.52 -0.08
H 2.74 -3.03 -0.81
H 0.62 -1.98 -0.64
H 0.00 -3.61 -0.49
H -3.39 -0.87 2.17
H -5.79 -1.16 -0.51
H -5.40 0.26 0.49
H -4.82 1.59 -3.74
H -3.39 3.58 -4.18
H -0.63 5.10 -0.72
H -0.84 7.06 -4.34
H -2.09 3.51 -0.11
H -3.48 1.58 0.32
H 1.21 -3.91 2.73
H 1.48 -2.18 3.02
*
```

Atom charges from the natural (NBO) analysis, given in e for atoms 1 to 5: atom 1 (C): -0.61, atom 2 (C): -0.22, atom 3 (N): -0.47, atom 4 (C): -0.21, atom 5 (C): -0.60

Here is a molecular structure, C21H26N8O6Pt from the OMol25 dataset. Energies are from ωB97M-V/def2-TZVPD.

Summary:
- energy above the lowest of the compared OMol25 structures with the same formula, charge and spin (kcal/mol) = 29.1
- molar mass (Da) = 681.57
- energy (Eh) = -1823.97083
- max |F| (Eh/bohr) = 0.052
- orbital gap (spin up / spin down) (eV) = 7.3 / 3.3
- lowest unoccupied orbital energy (spin up / spin down) (eV) = -6.413 / -10.421
- expectation value of S² = 6.0176

Structure (ORCA input):
```
! RIJCOSX wB97M-V def2-TZVPD def2/J DEFGRID3
* xyz 2 5
Pt -0.22 0.14 0.39
O -3.48 5.03 0.10
C -3.43 4.62 1.31
O -3.97 5.27 2.23
C -2.76 3.38 1.70
C -2.74 2.78 2.95
N -2.01 1.67 2.84
N -1.53 1.51 1.59
C -1.97 2.55 0.89
C -1.59 2.64 -0.56
O -1.98 3.61 -1.21
O -0.87 1.69 -0.99
H -2.98 4.35 -0.54
H -3.21 3.07 3.88
H -1.80 0.98 3.54
C -1.41 -2.34 2.04
O -0.52 -1.28 2.00
H -2.18 -2.12 2.79
H -0.84 -3.19 2.47
H -1.83 -2.60 1.08
N 2.72 -2.36 -3.68
C 2.48 -1.24 -2.97
C 1.55 -1.22 -1.90
N 1.34 -0.11 -1.22
C 2.01 1.00 -1.55
C 2.91 0.96 -2.60
N 3.15 -0.13 -3.31
H 2.28 -3.23 -3.47
H 3.39 -2.31 -4.43
H 1.00 -2.10 -1.62
H 1.82 1.90 -0.99
H 3.46 1.85 -2.89
C -3.31 -3.58 -2.55
C -2.58 -2.30 -3.01
C -3.57 -1.27 -3.56
C -1.49 -2.63 -4.04
C -1.92 -1.70 -1.83
N -1.41 -1.22 -0.92
H -3.77 -4.03 -3.43
H -4.09 -3.35 -1.83
H -2.62 -4.30 -2.12
H -4.05 -1.70 -4.44
H -3.06 -0.35 -3.86
H -4.34 -1.03 -2.83
H -1.98 -3.02 -4.93
H -0.80 -3.39 -3.67
H -0.93 -1.74 -4.32
N 5.88 0.58 4.39
C 4.62 0.96 4.67
O 4.25 1.39 5.73
C 3.60 0.80 3.56
C 3.68 -0.10 2.51
C 2.64 -0.19 1.61
N 1.55 0.58 1.70
C 1.47 1.46 2.70
C 2.46 1.60 3.65
H 6.57 0.69 5.11
H 6.19 0.34 3.46
H 4.52 -0.77 2.40
H 2.67 -0.90 0.79
H 0.60 2.09 2.72
H 2.37 2.31 4.46
*
```

Atom charges from the Löwdin analysis, given in e for atoms 1 to 5: atom 1 (Pt): 1.28, atom 2 (O): 0.24, atom 3 (C): -0.34, atom 4 (O): 0.42, atom 5 (C): -0.03

Here is 7 unconnected molecules or ions with the total composition C21H27BCl25FN4O5S2 from the OMol25 dataset. Energies are from ωB97M-V/def2-TZVPD.

Summary:
- molar mass (Da) = 1395.74
- energy (Eh) = -13837.49413
- max |F| (Eh/bohr) = 0.015
- orbital gap (eV) = 8.8
- lowest unoccupied orbital energy (eV) = -0.162

Structure (ORCA input):
```
! RIJCOSX wB97M-V def2-TZVPD def2/J DEFGRID3
* xyz 0 1
C 2.98 3.23 -0.14
C 2.98 1.80 -0.67
C 1.67 1.39 -1.35
C 0.46 1.53 -0.43
N -0.66 0.75 -0.93
C -2.03 1.13 -0.72
C -2.53 2.25 -1.69
Cl -1.58 2.10 -3.25
N -3.91 1.97 -2.00
C -4.54 2.23 -2.98
S -5.42 2.60 -4.21
C -2.39 3.72 -1.20
B -1.34 4.53 -2.14
N -1.94 5.33 -3.22
O 0.00 4.48 -1.88
S -2.11 4.03 0.54
O -0.92 4.79 0.70
O -3.33 4.56 1.07
O -1.80 2.63 1.22
C -2.41 1.40 0.76
C -1.78 0.35 1.71
C -1.65 -1.10 1.26
C -2.08 -2.09 2.33
F -0.29 -1.37 1.00
N -3.86 1.60 0.90
C -4.30 2.02 2.26
C -4.69 0.51 0.46
C -5.99 0.89 -0.20
O -4.38 -0.64 0.66
H 2.92 3.95 -0.96
H 2.14 3.42 0.54
H 3.89 3.42 0.42
H 3.24 1.10 0.13
H 3.78 1.72 -1.42
H 1.51 1.99 -2.26
H 1.73 0.34 -1.66
H 0.18 2.58 -0.34
H 0.78 1.20 0.57
H -0.51 -0.24 -0.89
H -2.63 0.26 -1.00
H -3.36 4.20 -1.36
H -1.48 6.24 -3.28
H -1.81 4.89 -4.13
H 0.51 4.62 -2.69
H -2.31 0.38 2.66
H -0.76 0.70 1.91
H -2.20 -1.31 0.34
H -1.30 -2.12 3.09
H -2.16 -3.09 1.91
H -3.04 -1.79 2.77
H -4.67 3.04 2.23
H -5.10 1.37 2.62
H -3.48 1.96 2.97
H -6.79 0.62 0.49
H -6.11 0.33 -1.12
H -6.04 1.96 -0.39
Cl -2.22 -5.30 0.00
C -3.22 -4.65 -1.30
Cl -4.62 -5.69 -1.55
Cl -3.75 -3.02 -0.88
Cl -2.26 -4.59 -2.79
Cl 2.62 -4.74 -1.83
C 2.14 -4.97 -0.14
Cl 3.58 -5.27 0.85
Cl 1.30 -3.53 0.43
Cl 1.04 -6.35 -0.04
Cl 1.27 7.89 3.43
C 0.01 8.22 2.23
Cl -1.42 7.27 2.58
Cl -0.39 9.95 2.26
Cl 0.63 7.80 0.62
Cl 3.96 -8.74 1.14
C 4.26 -9.09 -0.56
Cl 2.74 -9.51 -1.36
Cl 4.96 -7.68 -1.35
Cl 5.38 -10.45 -0.69
Cl 6.64 3.32 -1.21
C 7.51 1.85 -0.74
Cl 8.27 1.14 -2.16
Cl 8.75 2.26 0.45
Cl 6.37 0.70 -0.04
Cl 7.85 -12.38 1.65
C 7.47 -11.03 2.73
Cl 8.38 -11.21 4.24
Cl 7.93 -9.51 1.95
Cl 5.74 -11.02 3.08
*
```

Atom charges from the Löwdin analysis, given in e for atoms 1 to 5: atom 1 (C): -0.10, atom 2 (C): -0.28, atom 3 (C): -0.19, atom 4 (C): -0.21, atom 5 (N): -0.02

Here is 5 unconnected molecules or ions with the total composition C21H27BrF13O14P from the OMol25 dataset. Energies are from ωB97M-V/def2-TZVPD.

Summary:
- molar mass (Da) = 861.29
- energy (Eh) = -6083.58548
- max |F| (Eh/bohr) = 0.019
- orbital gap (eV) = 10.5
- lowest unoccupied orbital energy (eV) = 0.122

Structure (ORCA input):
```
! RIJCOSX wB97M-V def2-TZVPD def2/J DEFGRID3
* xyz 0 1
C -2.64 -0.48 -2.29
C -2.19 -1.78 -1.66
F -1.82 -2.70 -2.63
C -1.07 -1.68 -0.60
P 0.50 -0.78 -1.01
O 1.59 -1.59 -1.54
O 0.04 0.41 -1.97
O 0.81 -0.10 0.41
O -1.67 -0.95 0.51
C -1.26 -1.51 1.67
O -1.58 -1.11 2.75
O -0.45 -2.56 1.42
C -0.84 -3.01 0.11
Br 0.36 -4.30 -0.61
H -3.66 -0.56 -2.64
H -2.56 0.35 -1.59
H -2.01 -0.23 -3.15
H -3.04 -2.21 -1.11
H 0.81 0.92 -2.25
H 1.47 0.60 0.31
H -1.79 -3.53 0.22
C 0.77 -0.07 5.10
C -0.46 0.77 4.87
O -0.61 1.79 5.89
C 0.11 2.88 5.74
O 0.88 3.13 4.86
C -0.21 3.86 6.89
F -0.23 3.25 8.07
F -1.41 4.41 6.68
F 0.70 4.84 6.93
H 0.74 -0.52 6.10
H 0.80 -0.87 4.36
H 1.67 0.52 5.02
H -1.36 0.17 4.93
H -0.45 1.25 3.89
C 1.85 5.23 -6.28
C 0.47 4.91 -5.73
O 0.09 3.55 -6.04
C 0.58 2.61 -5.26
O 1.30 2.76 -4.31
C 0.05 1.23 -5.70
F 0.13 1.08 -7.02
F -1.24 1.11 -5.34
F 0.74 0.27 -5.11
H 1.88 5.04 -7.36
H 2.08 6.28 -6.11
H 2.61 4.63 -5.81
H -0.29 5.53 -6.20
H 0.42 5.06 -4.66
C 7.43 -3.96 -1.58
C 6.01 -3.63 -1.98
O 5.16 -4.79 -1.92
C 4.71 -5.12 -0.73
O 4.93 -4.58 0.31
C 3.76 -6.33 -0.85
F 4.28 -7.29 -1.63
F 2.61 -5.92 -1.40
F 3.50 -6.85 0.34
H 7.82 -4.77 -2.20
H 8.07 -3.08 -1.70
H 7.48 -4.28 -0.54
H 5.96 -3.30 -3.01
H 5.58 -2.85 -1.35
C -4.65 1.97 4.53
C -3.99 0.99 3.59
O -4.86 0.64 2.49
C -4.91 1.50 1.49
O -4.33 2.54 1.39
C -5.79 0.92 0.36
F -6.93 0.41 0.83
F -5.10 -0.06 -0.24
F -6.07 1.85 -0.54
H -5.60 1.57 4.89
H -4.00 2.15 5.39
H -4.84 2.92 4.04
H -3.78 0.04 4.08
H -3.05 1.38 3.19
*
```

Atom charges from the Löwdin analysis, given in e for atoms 1 to 5: atom 1 (C): -0.02, atom 2 (C): -0.31, atom 3 (F): 0.01, atom 4 (C): -0.36, atom 5 (P): 0.51

Here is a single C21H27ClN2O5 molecule from the OMol25 dataset. Energies are from ωB97M-V/def2-TZVPD.

Summary:
- energy above the lowest of the compared OMol25 structures with the same formula, charge and spin (kcal/mol) = 56.5
- molar mass (Da) = 422.91
- energy (Eh) = -1762.25511
- max |F| (Eh/bohr) = 0.014
- orbital gap (eV) = 9.8
- lowest unoccupied orbital energy (eV) = 0.545

Structure (ORCA input):
```
! RIJCOSX wB97M-V def2-TZVPD def2/J DEFGRID3
* xyz 0 1
C -6.78 1.33 1.01
O -6.18 0.11 0.58
C -4.83 0.06 0.80
C -3.96 0.35 -0.26
C -4.51 0.74 -1.60
C -2.60 0.26 -0.04
C -2.08 -0.12 1.19
C -0.59 -0.20 1.33
O 0.13 -0.35 0.35
N -0.08 -0.10 2.58
C 1.35 -0.16 2.80
C 1.88 -1.59 2.85
C 3.39 -1.64 2.87
O 3.85 -1.08 1.66
C 5.25 -1.13 1.49
C 5.54 -0.61 0.10
N 4.88 -1.49 -0.89
C 4.74 -0.89 -2.17
O 5.58 -0.99 -3.03
C 3.45 -0.25 -2.37
C 2.35 0.23 -2.42
C 1.01 0.80 -2.47
C 0.81 1.91 -3.50
C -0.70 1.84 -3.78
O -1.18 0.63 -3.19
C -0.07 -0.20 -2.89
C -2.95 -0.43 2.23
C -4.32 -0.34 2.03
Cl -5.40 -0.76 3.31
H -7.84 1.25 0.77
H -6.66 1.48 2.08
H -6.36 2.18 0.47
H -3.71 0.79 -2.34
H -5.25 0.02 -1.94
H -5.01 1.71 -1.56
H -1.91 0.47 -0.86
H -0.69 0.14 3.34
H 1.85 0.37 1.98
H 1.58 0.37 3.73
H 1.49 -2.10 3.74
H 1.52 -2.13 1.97
H 3.79 -1.08 3.72
H 3.74 -2.68 2.96
H 5.76 -0.52 2.24
H 5.61 -2.17 1.58
H 5.16 0.42 0.03
H 6.61 -0.60 -0.08
H 3.94 -1.63 -0.52
H 0.75 1.15 -1.47
H 1.12 2.89 -3.14
H 1.38 1.68 -4.40
H -1.25 2.66 -3.32
H -0.91 1.84 -4.85
H 0.26 -0.76 -3.78
H -0.34 -0.88 -2.10
H -2.59 -0.78 3.19
*
```

Atom charges from the natural (NBO) analysis, given in e for atoms 1 to 5: atom 1 (C): -0.25, atom 2 (O): -0.52, atom 3 (C): 0.25, atom 4 (C): 0.06, atom 5 (C): -0.66